No. 1
Computed, not measured: a 5-piece molecular cluster, C2H13NO4 overall in a non-equilibrium geometry, with ωB97M-V/def2-TZVPD.

2S+1: 1
Gap between HOMO and LUMO, hartree: 0.357
Maximum force, eV/Å: 1.92
HOMO, eV: -9.284
E, eV: -11962.9054
Relative energy (zero: lowest compared OMol25 entry of this formula, charge and spin), kJ/mol: 247.1

Geometry as XYZ:
```
20
Properties=species:S:1:pos:R:3:nbo_charge:R:1
C -0.91755 1.63291 -3.29769 -0.4487
C 1.27654 1.76122 -2.52196 -0.0146
N 0.41124 1.02760 -3.07387 -0.4293
H -1.11506 2.23193 -2.39193 0.1948
H -1.64134 0.82660 -3.28552 0.2082
H -1.00488 2.35261 -4.11693 0.1964
H 2.02989 1.41949 -1.77839 0.1654
H 1.42625 2.81049 -2.74262 0.1283
H -2.17793 -0.28790 4.11543 0.4655
H -1.04552 -1.09728 3.74794 0.4632
O -1.41982 -0.22165 3.54152 -0.9289
H -0.81371 -3.19014 1.41559 0.4698
H -1.67424 -2.81935 2.47806 0.4584
O -0.97416 -3.45960 2.33550 -0.9280
H 1.19840 -0.27103 2.81149 0.4690
H 1.95323 0.43606 1.77932 0.4651
O 2.03657 0.19049 2.70943 -0.9334
H 1.53964 -1.29098 -0.25354 0.4770
H 0.22322 -1.17871 -1.11716 0.4861
O 0.68924 -0.87277 -0.35468 -0.9643
```

***

No. 2
Computed, not measured: C25H24BI2N8O3Ta as an isolated structure in a non-equilibrium geometry, with ωB97M-V/def2-TZVPD.

2S+1: 1
Gap between HOMO and LUMO, hartree: 0.235
Maximum force, eV/Å: 1.29
HOMO, eV: -13.850
Net charge: +2
E, eV: -62796.8305
Relative energy (zero: lowest compared OMol25 entry of this formula, charge and spin), kJ/mol: 61.5

Geometry as XYZ:
```
64
Properties=species:S:1:pos:R:3:nbo_charge:R:1
Ta -0.24287 0.02094 0.25117 2.3966
C -0.89230 -3.69513 2.56639 -0.3019
C -0.86735 -2.99386 1.37756 0.0186
N -0.49837 -1.71567 1.60357 -0.4537
N -0.29934 -1.59668 2.94312 -0.2993
C -0.52732 -2.77059 3.53207 0.0630
B -0.13364 -0.22916 3.61068 0.5213
N 1.09832 0.53794 3.05136 -0.3100
C 2.02820 1.16410 3.78166 0.0676
C 2.63818 2.13531 3.00586 -0.3101
C 2.01198 2.04471 1.77707 0.0150
N 1.07323 1.08336 1.79813 -0.4563
N -1.36445 0.60196 3.19002 -0.3019
C -2.17124 1.35836 3.93508 0.0595
C -3.02098 2.06851 3.10073 -0.3079
C -2.64763 1.69382 1.82486 0.0194
N -1.64106 0.79682 1.87635 -0.4340
H -1.14285 -4.73350 2.70746 0.2660
H -1.08440 -3.34989 0.38629 0.2480
H -0.41784 -2.87637 4.60220 0.2538
H -0.05784 -0.34242 4.79752 0.0086
H 2.18636 0.89286 4.81579 0.2542
H 3.41674 2.81942 3.30177 0.2662
H 2.17341 2.64427 0.89762 0.2312
H -2.09824 1.34265 5.01252 0.2519
H -3.79600 2.76146 3.38534 0.2649
H -3.06874 2.01078 0.88623 0.2327
C -0.96470 3.95822 -1.35194 -0.2448
O -2.38396 3.83842 -1.24742 -0.4764
C -3.00945 2.67146 -1.50293 0.2680
C -4.33003 2.76987 -1.92881 -0.1734
C -5.09541 1.64809 -2.20858 -0.1761
C -4.54193 0.38934 -2.08733 -0.1504
C -3.23897 0.25560 -1.61631 -0.1690
C -2.59299 -1.02854 -1.65445 0.2263
N -1.42624 -1.26915 -1.14597 -0.4061
N -0.79550 -2.40541 -1.62395 -0.3565
C 0.46716 -2.33732 -1.36305 0.5761
O 0.92461 -1.28828 -0.65769 -0.7801
C 1.39302 -3.35569 -1.85352 -0.0978
C 2.76179 -3.10354 -1.86645 -0.1914
C 3.63761 -4.05643 -2.36001 -0.1962
C 3.14603 -5.26466 -2.83657 -0.1531
C 1.77935 -5.52087 -2.82056 -0.1988
C 0.90038 -4.57205 -2.33173 -0.1719
C -2.48905 1.39681 -1.29257 0.2393
O -1.25385 1.20862 -0.73267 -0.7425
H -0.76299 5.01925 -1.44861 0.2280
H -0.60071 3.44634 -2.24368 0.1773
H -0.46261 3.57948 -0.46369 0.1704
H -4.73263 3.76894 -2.04295 0.2595
H -6.11573 1.76529 -2.54826 0.2527
H -5.10588 -0.49748 -2.35263 0.2430
H -3.03380 -1.81694 -2.25892 0.2410
H 3.13758 -2.15699 -1.49812 0.2102
H 4.70244 -3.86123 -2.36694 0.2302
H 3.82852 -6.01085 -3.22425 0.2369
H 1.39951 -6.46428 -3.19265 0.2375
H -0.16519 -4.76203 -2.31897 0.2345
I 4.22774 -0.46931 0.55062 0.2517
C 3.91192 0.94766 -0.98082 -0.7099
I 1.90832 1.50970 -1.57041 0.3550
H 4.35578 0.56874 -1.89272 0.2501
H 4.37051 1.87862 -0.67470 0.2429
```

***

No. 3
Computed, not measured: one molecule with the formula C5H6O in a non-equilibrium geometry, with ωB97M-V/def2-TZVPD.

2S+1: 1
Gap between HOMO and LUMO, hartree: 0.326
Maximum force, eV/Å: 4.71
HOMO, eV: -8.588
E, eV: -7325.0460
Relative energy (zero: lowest compared OMol25 entry of this formula, charge and spin), kJ/mol: 409.0

Geometry as XYZ:
```
12
Properties=species:S:1:pos:R:3:nbo_charge:R:1
C -0.82858 -0.96148 -0.15654 -0.1171
C -1.83741 -0.18254 0.17627 0.4671
C -0.70931 0.70714 -0.49024 -0.3221
C 0.43816 -0.42587 -0.52331 -0.2064
C 1.40627 -0.32275 0.63243 -0.6102
O -2.85128 0.31949 0.45130 -0.5547
H -0.45974 1.64769 0.20679 0.2359
H -0.95855 1.18526 -1.45781 0.2285
H 0.91978 -0.86257 -1.43657 0.2341
H 2.10593 0.46382 0.41292 0.2121
H 1.86475 -1.32924 0.62442 0.2137
H 0.90999 -0.23896 1.56033 0.2190
```

***

No. 4
Computed, not measured: a 3-piece molecular cluster, C4H12O2 overall in a non-equilibrium geometry, with ωB97M-V/def2-TZVPD.

2S+1: 1
Gap between HOMO and LUMO, hartree: 0.359
Maximum force, eV/Å: 2.87
HOMO, eV: -8.973
E, eV: -8435.9567
Relative energy (zero: lowest compared OMol25 entry of this formula, charge and spin), kJ/mol: 150.3

Geometry as XYZ:
```
18
Properties=species:S:1:pos:R:3:nbo_charge:R:1
C 1.50767 0.26225 1.60053 -0.6072
C 2.23643 0.54274 0.20108 -0.4327
C 2.43002 -0.82659 -0.39232 -0.1709
C 1.77493 -1.17491 -1.48888 -0.3897
H 0.62942 0.90839 1.65113 0.2129
H 2.15933 0.65616 2.38918 0.2009
H 1.36848 -0.79641 1.75756 0.2032
H 1.67636 1.09299 -0.52739 0.2067
H 3.17250 1.02545 0.49050 0.2069
H 3.09909 -1.53427 0.11091 0.1957
H 2.01326 -2.01975 -2.15355 0.1943
H 1.22088 -0.46680 -2.10419 0.1776
H -0.29501 -2.21610 1.16213 0.4622
H -0.95942 -2.89803 0.05520 0.4641
O -0.17887 -2.34780 0.22113 -0.9238
H -5.93534 3.84765 0.17199 0.4782
H -5.43820 2.89446 -1.01827 0.4763
O -6.11676 3.08286 -0.38706 -0.9545
```

***

No. 5
Computed, not measured: C5H7NO as an isolated structure in a non-equilibrium geometry, with ωB97M-V/def2-TZVPD.

2S+1: 1
Gap between HOMO and LUMO, hartree: 0.366
Maximum force, eV/Å: 1.67
HOMO, eV: -9.004
E, eV: -8834.1067
Relative energy (zero: lowest compared OMol25 entry of this formula, charge and spin), kJ/mol: 202.2

Geometry as XYZ:
```
14
Properties=species:S:1:pos:R:3:nbo_charge:R:1
O 1.16658 1.05749 -1.38793 -0.6089
C 0.78534 0.88182 -0.24354 0.6661
C 1.44196 -0.10510 0.63604 -0.5207
C 0.57056 -1.10763 -0.29569 -0.1527
C -0.77319 -1.07823 -0.29820 -0.2200
C -1.42063 0.11269 0.38673 -0.2655
N -0.50225 1.27990 0.21208 -0.6476
H 1.24027 -0.04422 1.72742 0.2341
H 2.52628 -0.19723 0.48325 0.2447
H 1.15766 -1.63022 -1.05116 0.2362
H -1.37114 -1.90508 -0.68876 0.2267
H -1.60528 -0.13792 1.43707 0.2085
H -2.39944 0.40884 -0.02652 0.2203
H -0.82382 1.81305 -0.58517 0.3787
```